No. 1
Entry from the Open Molecules 2025 dataset: a structure of composition C28H32EuFN3O7Se at a distorted geometry (ωB97M-V/def2-TZVPD).

Values from the calculation:
**Electronic energy**: -135751.020 eV
**HOMO energy (alpha / beta)**: 0.65 / -2.41 eV
**2S+1**: 8
**Frontier orbital gap (alpha / beta)**: 3.66 / 4.83 eV
**Molar mass**: 772.500 g/mol
**Relative energy (zero: lowest compared OMol25 entry of this formula, charge and spin)**: 583.57 kJ/mol
**Net charge**: -2

Last column: Mulliken charge in e.
Element x y z (Å)
C: -1.461 -2.198 -1.241  0.3949
H: 7.178 -0.454 1.572  0.3770
H: -4.531 1.214 -3.245  0.2422
F: 3.124 -0.244 4.193  -0.3887
C: 4.772 -0.075 2.538  -1.0796
H: -2.332 3.133 0.083  0.0840
C: -3.039 -0.519 3.472  0.9937
C: 4.182 0.421 0.259  -0.5393
C: -3.417 -0.550 -3.537  0.4238
O: 0.607 1.068 0.026  -0.8590
Se: -3.158 1.654 1.548  -0.4241
O: -0.211 -1.980 -1.385  -0.6582
C: 3.434 0.033 2.888  0.5101
N: -2.399 -0.911 -2.806  -0.0557
H: 1.383 0.465 2.252  0.7358
H: -2.724 2.649 -2.797  0.1683
C: -4.309 -2.603 3.390  0.6986
C: -0.750 4.010 -0.836  -0.5510
H: -3.555 1.219 -4.736  0.2922
H: 3.901 1.400 -2.937  0.6055
C: 5.925 0.435 -1.544  -0.0789
H: -1.730 -2.814 -3.354  0.3349
O: -4.220 -1.299 -4.126  -0.8424
C: 1.386 1.711 -2.713  0.0341
C: -2.259 -2.331 -2.531  -0.5876
H: -5.380 -3.818 4.864  0.3055
H: -1.524 -0.297 4.947  0.4169
C: 3.621 1.077 -1.941  -1.2662
O: -1.884 3.135 -0.789  -0.2017
H: -4.726 -0.494 -0.438  0.1609
H: -5.777 0.570 0.486  0.3593
H: -0.001 3.682 -0.120  0.1683
C: 2.815 0.508 0.634  0.0950
H: 6.591 -1.407 -0.672  0.3427
H: 5.447 -1.271 -2.666  0.4024
H: 6.354 1.443 -1.648  0.2398
O: 1.812 2.416 -3.626  -0.7919
Eu: -1.278 0.573 -1.036  1.1578
H: -3.851 -4.460 4.350  0.3725
C: 6.633 0.160 0.858  -1.1167
C: 5.153 0.185 1.219  1.5524
C: -4.676 -0.865 1.711  1.1788
H: -1.127 0.455 3.411  0.0519
C: -3.340 -1.774 3.982  -0.9255
C: 1.814 0.903 -0.313  1.4249
N: 4.534 0.569 -1.081  0.7114
C: -3.697 -0.053 2.315  -0.0012
H: -5.619 -2.771 1.733  0.2112
C: -4.970 -2.112 2.288  -0.9953
H: -6.229 -1.114 0.177  0.3731
H: 7.117 1.125 0.935  0.3689
C: 5.942 -0.318 -2.879  -1.4852
H: -1.625 1.616 -3.484  0.2976
N: -2.525 1.672 -2.949  -0.2647
H: -2.813 -2.164 4.863  0.2005
H: -3.244 -2.824 -2.370  0.3079
C: -3.567 0.943 -3.683  -0.6281
H: -2.301 1.216 4.566  0.2745
C: -1.919 0.268 4.123  -1.2902
H: -1.002 5.033 -0.565  0.3814
O: 0.167 1.353 -2.632  -0.4795
H: 5.490 -0.337 3.321  0.3507
H: -0.396 3.964 -1.913  0.1781
H: 5.363 0.184 -3.649  0.4068
H: 7.811 -0.164 -0.889  0.3906
O: -2.106 -2.003 -0.197  -0.5194
C: -4.719 -3.938 3.995  -1.5555
H: 6.978 -0.559 -3.196  0.3884
C: 2.295 1.224 -1.663  0.5765
H: -5.279 -4.548 3.291  0.3347
C: 6.781 -0.338 -0.547  -0.9055
C: 2.442 0.364 2.019  -1.9321
C: -5.384 -0.444 0.425  -1.4533

Forces on atoms 1 to 2 (eV/Å):
1.3669 -0.2590 -0.9763
-0.0345 -0.3234 0.0429


No. 2
Entry from the Open Molecules 2025 dataset: a structure of composition C22H29N3Ni at a distorted geometry (ωB97M-V/def2-TZVPD).

Values from the calculation:
**Electronic energy**: -68793.370 eV
**HOMO energy (alpha / beta)**: -6.94 / -6.94 eV
**2S+1**: 3
**Frontier orbital gap (alpha / beta)**: 6.18 / 6.21 eV
**Molar mass**: 394.188 g/mol
**Net charge**: 0

Last column: natural (NBO) charge in e.
Element x y z (Å)
H: 1.556 -1.043 4.123  0.1992
H: 4.432 -2.465 -0.099  0.2294
H: -4.284 0.293 2.689  0.2086
H: 0.519 -1.757 0.725  0.1884
C: -2.226 -1.621 -3.923  -0.1630
H: -1.126 2.769 1.105  0.2023
C: -0.620 -2.303 3.793  -0.4004
C: -2.669 -0.455 -3.283  -0.2318
C: 3.103 -3.301 -1.571  -0.1666
C: 0.186 5.190 -0.163  -0.6464
C: 3.534 -2.312 -0.666  -0.2310
H: -0.888 5.366 0.115  0.2185
C: -0.147 -1.507 -2.630  0.1514
C: -0.955 -2.122 -3.600  -0.2042
H: -0.084 4.170 -0.531  0.2150
H: -3.296 2.512 2.283  0.2006
H: -3.635 -0.053 -3.488  0.2286
H: 2.492 1.177 -2.407  0.1790
Ni: 0.448 0.452 -0.773  1.2267
H: 1.578 -3.785 -2.983  0.2207
H: 0.869 0.180 3.009  0.1855
H: 2.292 4.686 0.567  0.2167
C: 1.529 1.674 -2.098  -1.1401
H: 3.066 -0.352 0.145  0.2224
H: 0.480 5.658 -1.089  0.2153
N: 0.219 -1.834 2.721  -0.4589
C: 2.774 -1.150 -0.515  0.0573
C: -0.924 0.608 0.770  -0.5115
H: -0.576 -2.973 -4.101  0.2166
C: -0.341 -1.772 1.400  -0.2439
C: -2.770 1.629 1.931  -0.2302
C: 1.920 -3.042 -2.272  -0.2048
H: 1.198 5.329 1.925  0.2178
H: -2.083 1.104 -1.884  0.2335
C: 1.163 -1.883 -2.090  0.1514
H: -1.314 -1.508 4.141  0.1730
N: 1.612 -0.947 -1.191  -0.4871
H: 3.689 -4.220 -1.709  0.2331
H: -2.861 -2.115 -4.651  0.2280
C: -1.826 0.168 -2.377  0.0768
C: -3.315 0.358 2.189  -0.2549
H: 1.742 2.699 -1.706  0.1952
H: -1.236 -3.159 3.484  0.1938
N: -0.639 -0.374 -2.043  -0.4865
C: -2.547 -0.758 1.842  -0.2450
C: -1.282 -0.636 1.257  -0.0145
C: -1.549 1.748 1.217  -0.2638
C: 1.230 -0.865 3.080  -0.4036
C: 1.206 4.944 0.928  -0.6527
H: 2.103 -0.950 2.412  0.1784
H: -2.909 -1.750 2.077  0.1931
H: 0.913 1.745 -3.031  0.1862
H: 1.109 3.847 1.107  0.2169
H: 0.035 -2.598 4.623  0.1924
H: -0.896 -2.696 1.216  0.1890

Forces on atoms 1 to 2 (eV/Å):
-0.0895 0.0296 -0.5611
0.2395 0.1229 0.2183


No. 3
Entry from the Open Molecules 2025 dataset: a structure of composition C36H44N2SiZn at a distorted geometry (ωB97M-V/def2-TZVPD).

Values from the calculation:
**Electronic energy**: -97315.437 eV
**HOMO energy (alpha / beta)**: -5.38 / -5.39 eV
**Frontier orbital gap (alpha / beta)**: 4.60 / 4.62 eV
**Molar mass**: 598.238 g/mol
**Relative energy (zero: lowest compared OMol25 entry of this formula, charge and spin)**: 0.00 kJ/mol
**Net charge**: 0

Last column: Mulliken charge in e.
Element x y z (Å)
H: -3.969 -2.908 6.204  0.4230
H: 2.427 5.947 -3.449  0.3720
C: -1.485 -1.358 -0.618  -0.5279
C: -5.439 2.055 0.365  1.8447
H: -4.055 0.744 2.335  0.3632
C: -5.852 2.752 -0.936  -2.1061
H: 4.666 2.192 0.566  0.3585
C: -1.375 0.242 2.740  -0.3193
C: 1.743 2.125 -3.346  0.0096
H: -1.011 -2.686 1.128  0.5732
C: -2.068 -0.643 3.585  0.7531
H: -1.688 -1.000 7.053  0.3578
H: -3.807 -1.227 5.655  0.3949
C: -3.524 -2.264 5.439  -2.1072
H: -1.001 -0.260 -2.515  0.4625
H: 5.489 -1.479 -3.620  0.3702
H: 4.313 -2.895 0.276  0.3783
C: -0.687 -2.197 0.210  -0.6682
H: 3.340 -0.664 0.787  0.0235
H: -0.569 -4.058 5.159  0.3220
C: -3.011 2.420 -0.456  -0.1896
C: 5.038 -1.288 -2.643  -0.5741
H: -2.119 -4.550 5.889  0.4448
H: 3.246 2.071 1.745  0.2041
Si: 2.910 1.738 -0.823  -0.1120
C: 3.905 0.206 -1.107  0.4969
C: 0.695 -0.685 3.393  -0.6199
C: 0.055 -1.563 4.255  -0.4160
H: 5.321 -3.321 -1.953  0.3800
C: -0.684 -0.924 -1.712  -1.0246
C: 4.382 -2.088 -0.458  -0.5180
C: 1.430 4.291 -4.422  -0.4879
H: 0.654 -2.259 4.843  0.4485
H: 0.977 4.912 -5.202  0.3701
H: 1.777 -0.718 3.240  0.3839
C: 2.236 4.876 -3.432  -0.4973
H: -5.896 0.155 1.368  0.3136
C: -1.654 -3.892 5.144  -1.5755
C: -3.404 1.197 1.580  0.4458
H: -2.028 -4.172 4.152  0.3673
C: -3.913 1.881 0.472  0.4621
H: 2.582 3.020 -0.133  -0.0208
H: -3.941 -2.553 4.465  0.4254
H: 0.599 2.439 -5.156  0.3954
H: -3.157 -0.607 3.614  0.4124
H: 3.405 4.539 -1.633  0.3105
H: -7.209 0.800 0.349  0.4555
C: 2.780 4.097 -2.406  -0.6299
H: -5.435 3.897 1.527  0.3528
H: -6.943 2.863 -0.959  0.4260
H: -3.342 2.926 -1.364  0.4690
C: -1.339 -1.530 4.384  0.2713
H: -0.906 2.718 -0.929  0.3932
C: 0.602 -2.301 -0.384  -0.8530
H: -0.374 -2.181 6.882  0.3472
C: 2.489 2.724 -2.326  0.5362
H: 1.445 -1.398 -2.257  0.5437
C: 1.211 2.906 -4.384  -0.6989
C: -1.460 -2.051 6.828  -1.6067
C: -2.015 1.109 1.758  -0.4425
H: 1.552 1.052 -3.325  0.3312
N: -1.161 1.760 0.912  -0.5169
H: -5.550 2.158 -1.806  0.4186
C: 4.952 -2.327 -1.712  -0.5139
C: 3.852 -0.829 -0.163  0.0259
H: -5.666 2.439 2.513  0.3052
N: -0.009 0.246 2.712  -0.2619
C: -2.004 -2.428 5.438  1.9074
C: 3.658 2.563 0.847  -1.0064
C: -1.639 2.336 -0.211  -0.7214
C: -6.122 0.680 0.430  -1.5524
H: 3.883 3.627 1.089  0.3349
H: 1.657 1.043 -0.282  0.3322
C: 4.507 -0.022 -2.349  -0.3380
H: 1.441 -2.880 -0.004  0.4844
H: -1.923 -2.676 7.602  0.4564
Zn: 0.827 1.514 1.372  -0.6394
H: -5.778 0.051 -0.404  0.3634
H: -7.001 3.060 1.511  0.4519
C: -5.916 2.909 1.552  -1.5428
H: -2.533 -1.105 -0.451  0.5890
H: 4.526 0.775 -3.092  0.3907
C: 0.602 -1.517 -1.573  -0.3655
H: -5.404 3.749 -1.009  0.4004

Forces on atoms 1 to 2 (eV/Å):
0.0618 0.0809 -0.0945
0.0112 -0.1798 -0.0447


No. 4
Entry from the Open Molecules 2025 dataset: a cluster of 2 separate species, C5H5O3 in total at a distorted geometry (ωB97M-V/def2-TZVPD).

Values from the calculation:
**Electronic energy**: -11407.290 eV
**HOMO energy**: -2.95 eV
**Frontier orbital gap**: 6.82 eV
**Molar mass**: 113.092 g/mol
**Relative energy (zero: lowest compared OMol25 entry of this formula, charge and spin)**: 209.12 kJ/mol
**Net charge**: -1

Last column: natural (NBO) charge in e.
Element x y z (Å)
C: -0.741 -0.151 0.439  -0.4216
C: 1.649 1.466 -4.626  1.0728
O: 1.434 0.815 -2.555  -0.8020
C: 0.314 -0.010 -0.559  -0.2790
C: 0.605 0.439 0.871  -0.4558
H: 1.149 -0.340 1.400  0.1857
H: 0.861 1.553 1.121  0.1940
O: 1.077 0.655 -5.245  -0.5919
O: 2.441 2.278 -4.383  -0.5688
C: 0.475 0.278 -1.862  0.2575
H: -1.761 0.488 0.388  0.1538
H: -1.244 -1.063 0.914  0.1705
H: -0.373 -0.198 -2.427  0.0847

Forces on atoms 1 to 2 (eV/Å):
-4.0512 0.8733 0.3060
0.7960 -1.2714 -0.3040


No. 5
Entry from the Open Molecules 2025 dataset: a cluster of 8 separate species, C5H29N2O7S in total at a distorted geometry (ωB97M-V/def2-TZVPD).

Values from the calculation:
**Electronic energy**: -33799.446 eV
**HOMO energy (alpha / beta)**: -1.98 / -8.99 eV
**2S+1**: 2
**Frontier orbital gap (alpha / beta)**: 2.03 / 9.07 eV
**Molar mass**: 261.361 g/mol
**Net charge**: 0

Last column: natural (NBO) charge in e.
Element x y z (Å)
H: 1.307 0.898 1.490  0.4567
H: 2.968 0.325 3.619  0.4738
H: 1.044 -0.325 -0.729  0.1720
O: 3.573 1.240 -0.214  -1.0004
H: 3.876 2.158 -0.162  0.4700
H: -4.186 -0.019 -0.681  0.4114
H: -0.388 2.503 -3.958  0.4778
H: -1.276 -0.146 3.836  0.4984
H: -1.782 0.372 -0.919  0.4024
H: 0.875 3.049 0.672  0.2012
C: -0.260 1.883 -0.746  -0.2882
C: 0.054 -0.458 -1.213  -0.2431
H: 1.542 -2.823 -0.909  0.2093
H: 0.875 -2.032 0.623  0.2147
H: -2.794 -0.783 1.659  0.4302
H: -1.107 2.260 -1.318  0.2566
H: -0.349 0.484 1.581  0.4656
O: -1.224 2.054 -3.773  -0.9781
O: 2.788 0.406 2.673  -1.0296
S: -0.071 -4.285 0.370  -0.0745
N: -0.833 0.518 -0.539  -0.6748
H: -1.755 1.960 -4.578  0.4764
H: 0.170 1.578 2.605  0.4589
N: 0.347 1.230 1.631  -0.7513
H: 0.295 -0.190 -2.258  0.1644
H: -0.771 -2.346 -2.031  0.2190
H: 3.646 0.303 2.209  0.4831
H: -0.779 2.968 1.119  0.2147
H: -1.202 -4.275 -0.332  0.1171
H: 1.963 1.613 -2.723  0.4665
O: 2.440 2.342 -3.146  -0.9413
C: 0.636 -2.679 -0.279  -0.4932
H: 2.448 2.015 -4.057  0.4618
C: -0.413 -1.905 -1.096  -0.4652
C: 0.014 2.384 0.697  -0.2841
H: -4.411 1.209 -1.582  0.4649
O: -3.887 0.883 -0.842  -1.0671
H: 0.639 1.904 -1.331  0.1812
H: -1.623 1.175 4.472  0.4627
O: -0.972 0.775 3.878  -1.0641
H: 4.347 0.792 -0.598  0.4668
H: -1.180 -1.897 -0.327  0.1998
H: -2.207 -2.190 1.658  0.4591
O: -2.183 -1.354 2.145  -1.0815

Forces on atoms 1 to 2 (eV/Å):
-0.1509 -0.0891 0.4404
-0.0056 -0.0358 -0.1471


No. 6
Entry from the Open Molecules 2025 dataset: a structure of composition C43H35MoP2S2Sb at a distorted geometry (ωB97M-V/def2-TZVPD).

Values from the calculation:
**Electronic energy**: -93759.419 eV
**HOMO energy (alpha / beta)**: -19.08 / -19.08 eV
**Frontier orbital gap (alpha / beta)**: 5.42 / 5.42 eV
**Molar mass**: 895.535 g/mol
**Relative energy (zero: lowest compared OMol25 entry of this formula, charge and spin)**: 0.00 kJ/mol
**Net charge**: +4

Last column: Mulliken charge in e.
Element x y z (Å)
C: -0.831 5.673 -0.508  -0.5500
C: 2.673 -1.139 5.781  -0.5218
H: 0.210 -1.515 -1.656  0.5881
H: -7.478 1.697 -1.548  0.4473
H: 3.012 -0.891 -0.981  0.4767
C: 2.381 -0.230 3.188  0.6795
H: 5.214 -1.044 -2.090  0.4702
C: 1.772 -0.112 5.511  -0.9217
C: 1.593 -4.687 3.017  -0.8073
C: 0.130 2.266 -5.596  -0.7479
C: 4.906 0.853 1.285  -0.4265
C: 3.291 -1.265 3.462  -0.4693
C: -1.082 1.408 -3.736  1.1844
P: 2.270 0.338 1.537  2.0235
H: 2.802 -1.480 6.801  0.4971
C: -0.978 -2.490 -0.126  1.1078
H: 7.187 0.021 -1.063  0.4460
H: 2.281 -5.468 2.720  0.5107
C: 5.115 -0.512 -1.154  -0.8105
C: 0.185 -3.671 4.707  -0.9078
C: 3.881 -0.427 -0.529  -0.3359
C: 0.907 -0.412 0.596  -0.1956
C: 6.226 0.088 -0.571  -0.5086
C: 3.427 -1.718 4.762  -0.8292
H: -0.489 1.519 -7.507  0.4495
H: -3.361 -4.822 -0.706  0.4986
C: -2.596 -4.082 -0.906  -0.8285
C: 1.215 -3.721 2.104  -0.6358
H: -3.744 2.673 -3.385  0.4738
C: -2.234 -3.789 -2.216  -0.6239
H: -2.660 5.502 0.624  0.5457
C: -5.678 2.275 -2.558  -0.7646
P: -0.231 -1.658 1.236  1.3266
C: -1.845 4.970 0.150  -0.9159
H: -2.620 3.051 0.658  0.4220
C: 0.228 5.014 -1.141  -0.9176
H: 0.999 5.587 -1.640  0.5735
H: -6.334 0.287 0.120  0.4706
H: 1.141 3.129 -1.546  0.9318
H: 7.001 1.230 1.080  0.4665
H: 0.529 2.858 -3.583  0.2742
H: 0.935 1.159 4.014  0.4183
C: 1.616 0.342 4.214  -0.4211
H: -6.194 2.882 -3.291  0.4646
C: 1.074 -4.663 4.310  -0.5505
C: -0.204 -2.688 3.810  -0.3595
S: -1.686 -0.241 2.010  -0.5024
C: -5.755 0.814 -0.627  -0.6706
H: -0.899 -1.920 4.125  0.4287
C: 3.786 0.248 0.693  0.5717
H: -0.866 6.756 -0.523  0.4704
C: -6.400 1.607 -1.572  -0.5859
H: 4.835 1.367 2.238  0.4758
H: -2.235 -3.696 1.167  0.4773
H: 1.362 -5.434 5.014  0.4989
Mo: -0.405 0.981 0.622  -1.1549
H: 4.139 -2.500 4.990  0.5209
C: 0.314 -2.724 2.514  1.1037
H: -2.263 0.067 -6.598  0.4588
H: -2.685 -0.007 -4.171  0.4885
H: 1.599 -3.764 1.090  0.4490
H: 3.904 -1.695 2.679  0.5430
C: 0.296 3.639 -1.102  -0.1479
C: -3.661 1.380 -1.632  0.8309
H: 0.891 2.914 -6.013  0.4692
C: -1.233 -2.860 -2.489  -0.7751
H: -0.921 -2.679 -3.510  0.5706
C: -0.654 1.482 -6.437  -0.6027
C: -4.374 0.693 -0.649  -0.4021
H: 1.212 0.345 6.316  0.4906
C: -0.601 -2.200 -1.445  -0.5469
S: 1.372 2.228 1.463  -0.3525
C: 6.126 0.771 0.641  -0.8069
C: -1.809 3.594 0.178  0.0922
C: -1.884 0.612 -4.559  -0.8378
H: -0.217 -3.671 5.712  0.4987
C: -0.068 2.232 -4.224  -0.4772
C: -1.963 -3.441 0.148  -0.6907
C: -4.297 2.160 -2.607  -0.6811
H: -2.720 -4.308 -3.033  0.4816
C: -0.731 2.901 -0.447  0.0862
H: -3.876 0.061 0.076  0.2260
C: -1.653 0.660 -5.928  -0.7982
Sb: -1.617 1.291 -1.761  2.1027

Forces on atoms 1 to 2 (eV/Å):
0.0028 0.0351 0.0056
0.0175 -0.0079 0.0122